This record from the OMol25 dataset describes the molecule C5H7NO at a distorted geometry. The level of theory is ωB97M-V with the def2-TZVPD basis set.

Cartesian coordinates (Å):
1 C 0.819 0.281 1.741
2 C 0.578 0.245 0.232
3 C 1.335 -0.827 -0.429
4 N 1.867 -1.707 -0.961
5 C -0.915 0.014 -0.108
6 O -1.708 -0.207 0.775
7 C -1.300 0.039 -1.568
8 H 0.457 -0.639 2.203
9 H 1.883 0.401 1.962
10 H 0.268 1.117 2.179
11 H 0.889 1.194 -0.228
12 H -2.386 0.099 -1.652
13 H -0.955 -0.885 -2.046
14 H -0.832 0.874 -2.100

The value obtained for the total energy is -324.70632 a.u. The value obtained for the orbital gap is 10.99 eV. As for the max |F|: 1.162 eV/Å.

Mulliken atomic charge list, values in e, 4 entries: -1.39, 0.63, 0.09, -0.44

***

This record from the OMol25 dataset describes a structure of composition C6H15ClI2InOPS at a distorted geometry. The level of theory is ωB97M-V with the def2-TZVPD basis set.

Cartesian coordinates (Å):
1 I 1.701 2.253 -0.886
2 I 3.616 -2.363 -1.116
3 In 1.371 -0.280 0.101
4 P -0.722 -0.511 -1.703
5 C 0.386 -0.664 -3.114
6 C -1.741 -2.012 -1.747
7 H -2.622 0.826 -1.195
8 H -2.463 0.574 -2.982
9 H -1.357 1.743 -2.125
10 C -1.928 0.808 -2.046
11 H -2.272 -1.986 -0.784
12 H -2.435 -1.911 -2.591
13 H -0.217 -0.700 -4.029
14 H 0.995 -1.569 -2.994
15 H -1.137 -2.920 -1.854
16 H 1.041 0.207 -3.111
17 C 2.370 -2.951 1.192
18 O 2.419 -4.060 1.518
19 Cl -0.478 -1.013 1.564
20 C -0.673 2.555 2.574
21 S 1.023 2.186 2.235
22 C 1.434 1.107 3.625
23 H -1.136 2.628 1.589
24 H -0.694 3.530 3.125
25 H -1.215 1.805 3.171
26 H 1.836 1.730 4.433
27 H 0.694 0.419 4.066
28 H 2.204 0.567 3.086

The value obtained for the total energy is -2297.45030 a.u. The value obtained for the orbital gap (spin up / spin down) is 5.50 / 5.01 eV. As for the max |F|: 4.679 eV/Å. The charge is +2.

Mulliken atomic charge list, values in e, 4 entries: -0.05, 0.25, 0.85, 0.55

***

This record from the OMol25 dataset describes the molecule C2H3N3O3 at a distorted geometry. The level of theory is ωB97M-V with the def2-TZVPD basis set.

Cartesian coordinates (Å):
1 C -1.278 -0.196 -0.159
2 C 0.797 0.740 -0.128
3 H -2.694 0.923 0.009
4 H 2.684 -1.468 -0.097
5 H 2.648 1.699 -0.089
6 N -0.554 -1.265 -0.351
7 N 0.902 -0.650 -0.445
8 N 1.467 1.674 0.142
9 O -2.605 -0.073 0.369
10 O 1.685 -1.291 0.529
11 O -0.637 1.025 -0.090

The value obtained for the total energy is -467.80771 a.u. The value obtained for the orbital gap is 9.79 eV. As for the max |F|: 9.407 eV/Å.

Mulliken atomic charge list, values in e, 4 entries: 0.61, 0.37, 0.40, 0.39

***

This record from the OMol25 dataset describes the molecule C4H5NO2 at a distorted geometry. The level of theory is ωB97M-V with the def2-TZVPD basis set.

Cartesian coordinates (Å):
1 C -1.272 -1.336 -0.674
2 C -1.624 0.588 0.483
3 C 0.384 0.568 -0.705
4 C 1.721 0.195 -0.381
5 N -0.449 0.965 0.138
6 O -1.998 -0.691 0.101
7 O 1.925 0.039 0.995
8 H -1.870 -2.248 -0.958
9 H -2.147 1.128 1.203
10 H 1.878 -0.654 -0.956
11 H 2.202 1.019 -0.775
12 H 1.249 0.426 1.529

The value obtained for the total energy is -360.42127 a.u. The value obtained for the orbital gap is 8.41 eV. As for the max |F|: 3.013 eV/Å.

Mulliken atomic charge list, values in e, 4 entries: -0.32, 0.07, -0.08, -0.19

***

This record from the OMol25 dataset describes a cluster of 8 separate species, H16O8 in total. The level of theory is ωB97M-V with the def2-TZVPD basis set.

Cartesian coordinates (Å):
1 O -26.820 -14.321 -14.840
2 H -27.350 -13.537 -14.701
3 H -25.964 -14.102 -14.471
4 O -27.030 -9.423 -21.426
5 H -27.457 -8.903 -20.745
6 H -26.205 -9.705 -21.031
7 O -24.061 -5.584 -18.019
8 H -25.014 -5.552 -18.108
9 H -23.731 -5.359 -18.888
10 O -29.187 -9.705 -15.404
11 H -29.891 -9.314 -14.886
12 H -28.714 -8.957 -15.768
13 O -32.504 -12.717 -9.670
14 H -32.517 -12.393 -10.571
15 H -32.179 -13.614 -9.742
16 O -34.685 -10.368 -13.590
17 H -35.203 -9.722 -13.110
18 H -35.315 -11.045 -13.837
19 O -28.750 -5.612 -18.486
20 H -28.979 -4.943 -19.132
21 H -29.536 -5.703 -17.947
22 O -32.572 -6.222 -15.698
23 H -33.294 -6.015 -16.292
24 H -32.896 -6.954 -15.172

The value obtained for the total energy is -611.47648 a.u. The value obtained for the orbital gap is 11.57 eV. As for the max |F|: 0.310 eV/Å.

Mulliken atomic charge list, values in e, 4 entries: -0.64, 0.32, 0.32, -0.64

***

This record from the OMol25 dataset describes the molecule C3H3NO4 at a distorted geometry. The level of theory is ωB97M-V with the def2-TZVPD basis set.

Cartesian coordinates (Å):
1 N 1.653 0.252 0.084
2 C -0.643 0.824 -0.009
3 C 0.814 -0.818 0.292
4 C -0.587 -0.498 -0.102
5 O 0.746 1.287 0.434
6 O -1.597 1.690 -0.382
7 O -1.575 -1.418 -0.086
8 O 1.153 -1.983 0.456
9 H -1.278 2.582 -0.166
10 H -1.112 -2.274 0.038
11 H 2.425 0.357 -0.560

The value obtained for the total energy is -471.71162 a.u. The value obtained for the orbital gap is 9.30 eV. As for the max |F|: 4.624 eV/Å.

Mulliken atomic charge list, values in e, 4 entries: -0.09, 0.05, 0.48, 0.54

***

This record from the OMol25 dataset describes the molecule C11H18O3S at a distorted geometry. The level of theory is ωB97M-V with the def2-TZVPD basis set.

Cartesian coordinates (Å):
1 C 3.009 0.686 -0.052
2 C 1.916 1.247 -0.556
3 C -0.526 2.511 -1.438
4 C 0.800 1.546 0.560
5 C 0.289 -4.360 0.291
6 C -1.641 2.076 0.822
7 C 0.254 -2.812 0.243
8 C -1.180 -2.250 0.498
9 C -1.157 -0.811 0.797
10 C -0.671 0.092 -0.395
11 C -0.555 1.609 -0.080
12 O 1.008 1.505 1.743
13 O 0.113 4.649 -2.852
14 O 1.241 4.418 -0.778
15 S 0.056 4.071 -1.517
16 H 3.764 0.260 -0.724
17 H 3.157 0.543 1.043
18 H 1.707 1.718 -1.517
19 H -1.557 2.630 -1.986
20 H 0.048 -4.785 1.194
21 H 1.377 -4.667 0.112
22 H -0.366 -4.701 -0.551
23 H -1.295 1.698 1.795
24 H -2.664 1.710 0.525
25 H -1.623 3.153 0.847
26 H 1.053 -2.402 0.961
27 H 0.581 -2.610 -0.767
28 H -1.814 -2.357 -0.366
29 H -1.576 -2.747 1.293
30 H -2.120 -0.570 1.117
31 H -0.561 -0.649 1.657
32 H -1.408 -0.033 -1.187
33 H 0.339 -0.370 -0.734

The value obtained for the total energy is -1053.66353 a.u. The value obtained for the orbital gap is 7.95 eV. As for the max |F|: 3.788 eV/Å.

Mulliken atomic charge list, values in e, 4 entries: -0.80, -0.31, -0.89, 0.18

***

This record from the OMol25 dataset describes the molecule C4H7NO. The level of theory is ωB97M-V with the def2-TZVPD basis set.

Cartesian coordinates (Å):
1 O -1.730 2.673 0.244
2 C -1.392 1.511 0.157
3 N -0.157 1.046 0.498
4 C 0.232 -0.329 0.559
5 C 1.383 -0.777 -0.296
6 C -0.012 -1.219 -0.628
7 H -2.054 0.715 -0.233
8 H 0.456 1.735 0.914
9 H 0.142 -0.797 1.539
10 H 1.826 -0.024 -0.940
11 H 2.080 -1.498 0.119
12 H -0.290 -2.249 -0.428
13 H -0.484 -0.786 -1.504

The value obtained for the total energy is -286.58597 a.u. The value obtained for the orbital gap is 10.74 eV. As for the max |F|: 0.347 eV/Å.

Mulliken atomic charge list, values in e, 4 entries: -0.57, 0.04, -0.17, 0.00